DFT (ωB97M-V/def2-TZVPD) results for 2 unconnected molecules or ions with the total composition C10H16FN4O2S.

Geometry (Å):
1 O -1.4575 2.1235 1.9215
2 C -1.0808 1.5235 0.9864
3 F -0.3366 2.0789 0.0042
4 N -1.2654 0.1936 0.6584
5 C -1.5923 -0.7354 1.6788
6 O -2.5951 -0.6700 2.3086
7 C -0.6139 -1.9013 1.8934
8 C 0.8300 -1.4455 1.9666
9 N 1.8019 -2.5989 1.7799
10 C 1.2903 -4.0317 1.5741
11 S 2.4917 -4.9123 0.5565
12 C -0.1611 -4.1151 1.0654
13 N -0.7399 -2.8071 0.7497
14 H -0.6821 -0.1439 -0.0964
15 H -0.9373 -2.3516 2.8428
16 H 1.0513 -0.7359 1.1710
17 H 1.0546 -0.9672 2.9194
18 H 2.4117 -2.6288 2.5983
19 H 2.4297 -2.3936 1.0004
20 H 1.3792 -4.5140 2.5465
21 H 2.1414 -4.2964 -0.5846
22 H -0.1693 -4.7256 0.1640
23 H -0.7545 -4.6429 1.8224
24 H -1.7315 -2.9730 0.5957
25 N -0.3488 4.2367 -2.2058
26 C -1.3529 4.9604 -2.7902
27 C -0.8874 5.4341 -3.9869
28 C 0.4523 4.9809 -4.1304
29 C 0.7555 4.2469 -3.0157
30 H -0.4094 3.7780 -1.3167
31 H -2.3084 5.0776 -2.3082
32 H -1.4424 6.0413 -4.6819
33 H 1.1162 5.1768 -4.9555
34 H 1.6609 3.7380 -2.7314

Calculated values
* ΔE to the lowest compared entry with this formula, charge and spin: 0.0 kcal per mole
* charge: +1
* gap between HOMO and LUMO: 6.0 eV

Atom charges from the Löwdin analysis, given in e for atoms 1 to 4: number 1, O, carries 0.22; number 2, C, carries -0.52; number 3, F, carries 0.10; number 4, N, carries 0.19

=====

DFT (ωB97M-V/def2-TZVPD) results for C11H13NSe in the gas phase.

Geometry (Å):
1 C -0.4736 0.6573 2.3235
2 C -0.9323 -0.2123 1.1569
3 C -2.3528 -0.7277 1.4033
4 C 0.0109 -1.3696 0.9131
5 C -0.1314 -2.4530 2.4202
6 N -0.2227 -3.1354 3.3240
7 Se 1.9045 -0.9644 0.6717
8 C 1.5420 0.0538 -0.9483
9 C 1.1978 -0.6128 -2.1145
10 C 0.8526 0.1126 -3.2406
11 C 0.8527 1.4983 -3.2024
12 C 1.2141 2.1582 -2.0403
13 C 1.5649 1.4384 -0.9106
14 H -0.4844 0.0861 3.2507
15 H -1.1302 1.5180 2.4358
16 H 0.5393 1.0171 2.1560
17 H -0.9366 0.3981 0.2415
18 H -2.3845 -1.3054 2.3239
19 H -2.6940 -1.3606 0.5864
20 H -3.0391 0.1107 1.4971
21 H -0.3182 -2.0574 0.1317
22 H 1.2013 -1.6932 -2.1433
23 H 0.5821 -0.4046 -4.1492
24 H 0.5756 2.0629 -4.0811
25 H 1.2109 3.2395 -2.0052
26 H 1.8510 1.9453 -0.0001

Calculated values
* SMILES: CC(C)[C@H](C#N)[Se]c1ccccc1
* ΔE to the lowest compared entry with this formula, charge and spin: 0.0 kcal per mole
* gap between HOMO and LUMO: 9.6 eV

Atom charges from the Löwdin analysis, given in e for atoms 1 to 4: number 1, C, carries -0.09; number 2, C, carries -0.50; number 3, C, carries -0.07; number 4, C, carries -0.46

=====

DFT (ωB97M-V/def2-TZVPD) results for C5H9NO in the gas phase.

Geometry (Å):
1 C 2.6955 0.6751 0.4358
2 C 1.5632 0.0333 0.0494
3 C 0.2129 0.6564 0.0652
4 C -0.9058 -0.3380 0.2517
5 N -2.2252 0.1847 0.6119
6 C -0.9812 -1.3905 -0.8738
7 O -0.6315 -1.1136 -1.9955
8 H 3.5551 0.1048 0.7517
9 H 2.7177 1.7439 0.2496
10 H 1.6945 -0.9066 -0.4854
11 H 0.1633 1.4191 0.8312
12 H 0.0728 1.2089 -0.8832
13 H -0.7102 -0.9292 1.1591
14 H -2.4200 1.1419 0.3521
15 H -2.9890 -0.3704 0.2451
16 H -1.8120 -2.1197 -0.7648

Calculated values
* SMILES: C=CC[C@@H](N)C=O
* ΔE to the lowest compared entry with this formula, charge and spin: 72.7 kcal per mole
* gap between HOMO and LUMO: 9.7 eV

Atom charges from the Löwdin analysis, given in e for atoms 1 to 4: number 1, C, carries 0.01; number 2, C, carries -0.18; number 3, C, carries -0.19; number 4, C, carries -0.39